1.
The following is a DFT calculation (ωB97M-V/def2-TZVPD) of C12H24O14S2 as an isolated structure in a non-equilibrium geometry.

Computed properties:
HOMO level   -0.354 Eh
Energy relative to the best compared isomer or geometry (same formula, charge and spin)   347.6 kcal per mole
Orbital gap   9.99 eV

ORCA input file:
```
! wB97M-V def2-TZVPD RIJCOSX def2/J DEFGRID3
* xyz 0 1
C -10.650 2.339 -24.514
C -10.653 0.963 -23.877
O -11.581 0.139 -24.504
C -12.902 0.064 -24.068
O -13.311 0.754 -23.095
O -13.479 -0.876 -24.772
C -14.846 -1.109 -24.714
H -11.615 2.835 -24.618
H -10.178 2.336 -25.496
H -10.104 2.995 -23.836
H -10.904 1.220 -22.848
H -9.648 0.555 -23.978
H -14.993 -2.142 -24.401
H -15.152 -1.064 -25.759
H -15.538 -0.448 -24.191
C -16.488 -1.524 -20.517
C -15.135 -1.312 -21.318
O -14.942 -2.349 -22.261
C -15.628 -2.513 -23.388
O -16.385 -1.756 -23.994
O -15.404 -3.841 -23.651
C -16.005 -4.529 -24.718
H -16.712 -2.550 -20.224
H -17.364 -1.379 -21.151
H -16.609 -0.889 -19.640
H -14.378 -1.249 -20.536
H -15.264 -0.326 -21.764
H -15.691 -4.124 -25.680
H -17.095 -4.539 -24.756
H -15.852 -5.607 -24.668
C -18.397 -1.758 -25.353
C -16.982 -1.611 -25.910
O -17.181 -1.623 -27.355
S -18.607 -2.341 -27.791
O -18.407 -3.562 -28.528
O -19.595 -1.321 -28.309
O -19.012 -2.691 -26.225
H -18.975 -0.835 -25.389
H -18.408 -2.168 -24.343
H -16.305 -2.365 -25.509
H -16.525 -0.674 -25.590
C -13.759 -2.520 -28.039
C -13.775 -3.630 -29.084
O -14.808 -4.512 -28.752
S -14.982 -4.645 -27.068
O -14.148 -5.733 -26.485
O -16.400 -4.495 -26.735
O -14.145 -3.212 -26.849
H -14.334 -1.603 -28.170
H -12.708 -2.261 -27.909
H -12.868 -4.235 -29.092
H -13.863 -3.358 -30.136
*
```

These are the Mulliken partial charges, in e, on atoms 1 to 6:
1 C -1.167
2 C -0.166
3 O -0.331
4 C 0.532
5 O -0.616
6 O -0.322

=====

2.
The following is a DFT calculation (ωB97M-V/def2-TZVPD) of C12H25Cl2CrINP2 as an isolated structure in a non-equilibrium geometry.

Computed properties:
HOMO level (alpha / beta)   -0.572 / -0.578 Eh
Expectation value of S²   3.817
Energy relative to the best compared isomer or geometry (same formula, charge and spin)   0.0 kcal per mole
Orbital gap (alpha / beta)   7.25 / 7.99 eV

ORCA input file:
```
! wB97M-V def2-TZVPD RIJCOSX def2/J DEFGRID3
* xyz 2 4
C 0.278 0.846 -2.745
I 1.476 -1.082 -2.159
H -0.206 1.423 -1.935
H -0.448 0.490 -3.474
H 1.063 1.428 -3.234
Cr 0.139 -0.180 -0.123
P -2.003 -1.069 -0.957
C -1.971 -2.487 -2.086
C -3.122 -1.534 0.402
H -4.070 -1.895 -0.023
H -3.942 -0.192 -2.052
H -3.293 -0.655 1.038
H -3.047 1.086 -1.161
H -1.465 -3.317 -1.581
H -2.661 -2.326 1.003
C -2.949 0.215 -1.820
H -3.005 -2.775 -2.319
H -2.445 0.525 -2.741
H -1.423 -2.233 -3.001
P 1.805 1.510 0.355
C 3.528 1.265 -0.140
C 1.278 3.042 -0.459
H 0.864 2.357 2.394
H 2.631 2.703 2.265
H 2.054 1.068 2.709
C 1.842 1.958 2.107
H 0.269 3.294 -0.111
H 1.983 3.834 -0.179
H 4.125 2.092 0.268
H 3.620 1.224 -1.232
H 1.255 2.925 -1.547
H 3.883 0.320 0.286
Cl -1.241 1.212 1.015
Cl -0.445 -5.410 2.043
C 0.520 -4.000 2.006
C 1.657 -3.913 2.806
C 2.398 -2.739 2.695
C 1.965 -1.717 1.849
N 0.834 -1.793 1.127
C 0.138 -2.954 1.159
H 1.933 -4.749 3.442
H 3.307 -2.578 3.262
H 2.534 -0.791 1.718
H -0.718 -3.065 0.491
*
```

These are the Mulliken partial charges, in e, on atoms 1 to 6:
1 C -0.994
2 I 0.140
3 H 0.411
4 H 0.410
5 H 0.396
6 Cr 0.009

=====

3.
The following is a DFT calculation (ωB97M-V/def2-TZVPD) of a 2-piece molecular cluster, C12H25ClFN3O3 overall.

Computed properties:
HOMO level   0.054 Eh
Orbital gap   2.89 eV

ORCA input file:
```
! wB97M-V def2-TZVPD RIJCOSX def2/J DEFGRID3
* xyz -2 1
C -0.200 -2.656 2.738
C 0.094 -3.513 1.502
C 0.798 -2.700 0.415
Cl 1.835 -3.801 -0.570
C -0.146 -1.988 -0.548
O -1.302 -1.595 0.171
C -2.236 -0.888 -0.614
C -3.585 -0.910 0.074
C -3.623 -0.187 1.405
N -3.430 1.042 1.607
C 0.478 -0.789 -1.292
F 0.132 -0.959 -2.641
N 1.885 -0.604 -1.154
C 2.153 0.693 -0.505
C 3.578 0.860 -0.012
N 3.545 1.881 1.047
H -0.745 -1.757 2.470
H 0.732 -2.354 3.214
H -0.803 -3.222 3.448
H -0.815 -3.973 1.122
H 0.783 -4.303 1.801
H 1.488 -2.000 0.880
H -0.452 -2.718 -1.310
H -1.929 0.150 -0.768
H -2.330 -1.348 -1.604
H -4.280 -0.395 -0.595
H -3.946 -1.931 0.190
H -3.854 -0.801 2.277
H -3.169 1.547 0.756
H -0.013 0.123 -0.942
H 2.317 -0.666 -2.063
H 1.496 0.792 0.357
H 1.902 1.535 -1.146
H 3.979 -0.099 0.336
H 4.221 1.200 -0.834
H 4.336 2.500 0.950
H 2.711 2.458 0.866
O 0.903 3.096 -0.154
C 0.460 4.092 -0.986
C -0.861 3.770 -1.776
O -1.304 4.710 -2.643
H 1.192 4.377 -1.788
H 0.247 5.065 -0.472
H -1.599 3.503 -0.959
H -0.642 2.761 -2.250
*
```

These are the Mulliken partial charges, in e, on atoms 1 to 6:
1 C -1.105
2 C -0.617
3 C 0.603
4 Cl -0.252
5 C -0.557
6 O -0.250